Formula: C31H67B2Br2I2N4O10P3S2
Source: the OMol25 dataset
Level of theory: ωB97M-V with the def2-TZVPD basis set

Geometry (Å):
C (-1.775, -3.109, 0.641)
C (-1.819, -1.915, -0.460)
Br (-3.758, -2.138, -1.153)
C (-0.988, -1.966, -1.797)
Br (-1.362, -3.804, -2.625)
C (0.588, -1.505, -1.951)
N (0.862, -1.989, -3.333)
C (0.466, -1.199, -4.505)
C (-0.962, -1.323, -5.245)
C (-1.282, -2.663, -6.123)
C (-2.397, -2.194, -7.280)
C (-3.935, -2.137, -6.721)
C (-4.372, -0.644, -6.114)
C (-5.439, -0.915, -4.888)
S (-5.674, 0.606, -3.756)
C (-7.031, 0.134, -2.503)
N (-8.137, -0.883, -2.802)
N (-8.959, -1.048, -1.666)
C (-8.414, -0.124, -0.595)
O (-7.237, 0.610, -1.116)
P (1.979, -3.179, -3.799)
N (2.553, -4.318, -2.828)
O (1.256, -4.165, -5.099)
O (3.473, -2.583, -4.579)
P (1.425, -2.478, -0.515)
O (3.140, -2.400, -0.489)
O (0.995, -4.111, -0.324)
C (0.946, 0.061, -1.614)
C (1.441, 0.454, -0.107)
B (0.372, 0.503, 1.122)
O (0.216, -0.700, 2.015)
O (-0.479, 1.674, 1.509)
O (1.975, 0.706, -2.430)
C (3.271, 0.254, -2.578)
P (3.758, 0.635, -4.438)
S (4.354, 2.409, -4.816)
C (4.483, 0.681, -1.578)
I (6.513, 0.424, -2.489)
C (4.377, 2.051, -0.735)
C (5.896, 2.567, -0.250)
I (3.377, 3.775, -1.544)
B (-0.282, 1.180, -1.891)
O (-1.689, 1.084, -1.494)
O (-0.021, 2.503, -2.578)
H (-0.783, -3.129, 1.305)
H (-1.981, -4.196, 0.227)
H (-2.646, -2.900, 1.431)
H (-1.958, -0.915, 0.124)
H (-1.624, -1.296, -2.557)
H (0.651, -0.017, -4.455)
H (1.246, -1.509, -5.365)
H (-1.930, -1.077, -4.644)
H (-0.945, -0.461, -6.082)
H (-0.314, -2.934, -6.768)
H (-1.718, -3.570, -5.531)
H (-2.066, -1.183, -7.819)
H (-2.319, -3.025, -8.130)
H (-4.199, -3.019, -5.984)
H (-4.637, -2.296, -7.674)
H (-3.439, -0.001, -5.817)
H (-4.983, -0.058, -6.956)
H (-5.148, -1.888, -4.270)
H (-6.536, -1.125, -5.311)
H (-8.924, -0.070, 0.477)
H (2.279, -5.285, -3.101)
H (0.863, -5.002, -4.720)
H (4.003, -3.392, -4.913)
H (3.495, -2.400, 0.458)
H (1.119, -4.356, 0.642)
H (2.490, 0.016, 0.224)
H (1.694, 1.625, -0.212)
H (-0.504, -0.506, 2.710)
H (-1.428, 1.308, 1.597)
H (3.294, -0.942, -2.591)
H (4.782, -0.310, -4.907)
H (2.613, 0.372, -5.322)
H (4.502, -0.185, -0.750)
H (3.843, 1.788, 0.303)
H (6.510, 1.727, 0.283)
H (5.661, 3.377, 0.596)
H (6.466, 3.148, -1.090)
H (-2.266, 0.865, -2.285)
H (-0.509, 3.224, -2.084)
C (3.181, -1.204, 4.050)
C (2.509, 0.120, 4.380)
C (3.197, 1.322, 3.727)
C (4.645, 1.563, 4.168)
C (4.844, 1.762, 5.673)
C (4.124, 2.987, 6.215)
H (4.210, -1.239, 4.420)
H (2.634, -2.030, 4.517)
H (3.195, -1.375, 2.969)
H (2.460, 0.248, 5.467)
H (1.471, 0.081, 4.029)
H (2.600, 2.218, 3.926)
H (3.185, 1.190, 2.638)
H (5.025, 2.446, 3.640)
H (5.272, 0.725, 3.839)
H (5.917, 1.873, 5.871)
H (4.521, 0.873, 6.224)
H (4.468, 3.896, 5.709)
H (4.323, 3.099, 7.285)
H (3.040, 2.910, 6.086)
C (-0.573, 3.078, 4.694)
C (-1.086, 3.072, 6.126)
C (-1.777, 1.761, 6.512)
C (-3.036, 1.426, 5.703)
C (-4.141, 2.484, 5.749)
C (-4.695, 2.712, 7.148)
H (-1.388, 2.970, 3.972)
H (-0.064, 4.023, 4.481)
H (0.141, 2.264, 4.534)
H (-1.760, 3.922, 6.279)
H (-0.237, 3.229, 6.802)
H (-2.025, 1.796, 7.577)
H (-1.063, 0.936, 6.397)
H (-3.440, 0.475, 6.072)
H (-2.762, 1.249, 4.657)
H (-4.962, 2.159, 5.099)
H (-3.782, 3.433, 5.338)
H (-5.104, 1.783, 7.559)
H (-5.499, 3.453, 7.119)
H (-3.926, 3.083, 7.832)

## Properties
**Frontier orbital gap**: 7.64 eV
**LUMO level**: -0.31 eV
**E_HOMO**: -7.96 eV
**Spin multiplicity**: 1

Formula: C31H67BCrF4NO22
Source: the OMol25 dataset
Level of theory: ωB97M-V with the def2-TZVPD basis set

Geometry (Å):
Cr (-1.247, 1.326, -3.677)
N (-4.087, 0.485, -1.187)
H (-4.301, 0.795, -2.124)
H (-4.611, 1.117, -0.598)
H (-3.084, 0.601, -1.156)
H (-4.429, -0.465, -1.163)
C (0.789, -0.621, -1.471)
C (-0.282, 0.167, -0.773)
C (0.158, 0.863, 0.467)
O (-1.121, 0.894, -1.606)
H (0.543, -1.044, -2.445)
H (1.209, -1.438, -0.885)
H (1.642, 0.052, -1.555)
H (-0.856, -0.711, -0.476)
H (0.497, 0.073, 1.138)
H (-0.735, 1.286, 0.926)
H (0.897, 1.644, 0.290)
B (0.513, 1.515, -5.524)
F (1.446, 2.434, -5.897)
F (0.609, 0.363, -6.239)
F (0.691, 1.169, -4.231)
F (-0.718, 2.029, -5.605)
C (4.217, 0.913, -4.326)
C (4.416, -0.507, -4.250)
O (4.092, -1.234, -3.068)
C (3.910, -2.576, -3.122)
O (4.029, -3.319, -4.108)
O (3.358, -2.927, -1.954)
C (3.084, -4.212, -1.643)
H (3.211, 1.191, -4.013)
H (4.330, 1.250, -5.356)
H (4.980, 1.402, -3.720)
H (5.470, -0.629, -4.502)
H (3.899, -0.899, -5.126)
H (3.940, -4.874, -1.775)
H (2.281, -4.646, -2.238)
H (2.824, -4.234, -0.584)
C (1.071, -3.371, -5.806)
C (0.417, -2.749, -4.611)
O (-0.981, -2.962, -4.547)
C (-1.831, -2.002, -4.272)
O (-1.593, -0.780, -4.173)
O (-3.079, -2.543, -4.222)
C (-3.301, -3.906, -3.953)
H (2.073, -2.968, -5.949)
H (0.496, -3.172, -6.710)
H (1.203, -4.452, -5.779)
H (0.549, -1.667, -4.593)
H (0.782, -3.112, -3.650)
H (-2.497, -4.256, -3.306)
H (-3.324, -4.601, -4.793)
H (-4.229, -3.936, -3.382)
C (2.218, -2.309, 2.488)
C (3.644, -2.815, 2.116)
O (4.488, -1.721, 2.509)
C (5.764, -1.571, 2.026)
O (6.357, -2.443, 1.377)
O (6.212, -0.383, 2.359)
C (7.404, 0.097, 1.715)
H (1.371, -2.959, 2.269)
H (1.984, -1.317, 2.100)
H (2.154, -2.158, 3.565)
H (3.662, -2.874, 1.027)
H (3.904, -3.772, 2.568)
H (8.252, -0.585, 1.774)
H (7.917, 1.008, 2.022)
H (7.297, 0.136, 0.631)
C (-2.550, 2.436, 2.707)
C (-2.970, 3.746, 2.074)
O (-4.340, 4.003, 2.122)
C (-5.206, 3.450, 1.157)
O (-4.912, 2.722, 0.154)
O (-6.486, 3.989, 1.468)
C (-7.574, 3.477, 0.752)
H (-2.787, 1.638, 2.004)
H (-3.185, 2.187, 3.557)
H (-1.510, 2.363, 3.024)
H (-2.694, 3.776, 1.020)
H (-2.346, 4.539, 2.486)
H (-8.471, 3.961, 1.139)
H (-7.745, 2.413, 0.917)
H (-7.652, 3.685, -0.315)
C (-1.197, -2.120, 3.333)
C (-0.522, -1.276, 4.491)
O (-1.455, -0.283, 4.946)
C (-1.142, 0.416, 6.052)
O (-0.108, 0.373, 6.699)
O (-2.206, 1.157, 6.325)
C (-2.400, 1.857, 7.545)
H (-0.562, -2.936, 2.988)
H (-1.604, -1.531, 2.511)
H (-2.051, -2.684, 3.708)
H (0.309, -0.853, 3.926)
H (-0.136, -1.790, 5.371)
H (-1.567, 2.559, 7.565)
H (-2.292, 1.090, 8.311)
H (-3.404, 2.257, 7.686)
C (0.751, 9.933, 1.016)
C (-0.384, 8.920, 1.194)
O (0.042, 7.665, 0.700)
C (-0.866, 6.724, 0.317)
O (-2.113, 6.970, 0.163)
O (-0.236, 5.543, -0.038)
C (0.922, 5.139, 0.677)
H (0.923, 10.175, -0.033)
H (1.683, 9.500, 1.379)
H (0.524, 10.810, 1.622)
H (-1.357, 9.208, 0.795)
H (-0.631, 8.872, 2.255)
H (1.302, 4.152, 0.413)
H (0.719, 5.104, 1.747)
H (1.771, 5.815, 0.578)
C (-2.829, -3.708, -0.251)
C (-2.375, -4.381, 1.011)
O (-0.970, -4.613, 0.788)
C (-0.326, -5.621, 1.396)
O (-0.885, -6.581, 1.870)
O (1.020, -5.301, 1.473)
C (1.922, -6.355, 1.658)
H (-3.688, -3.082, -0.010)
H (-3.196, -4.365, -1.040)
H (-2.143, -3.032, -0.762)
H (-2.830, -5.368, 1.085)
H (-2.543, -3.807, 1.922)
H (2.908, -6.023, 1.981)
H (2.106, -6.924, 0.746)
H (1.598, -7.082, 2.402)

## Properties
**<S²>**: 6.02
**ΔE to the lowest compared entry with this formula, charge and spin**: 3.954 eV
**Total charge**: +1
**Frontier orbital gap (alpha / beta)**: 7.80 / 8.02 eV
**LUMO level (alpha / beta)**: -3.96 / -3.90 eV
**E_HOMO (alpha / beta)**: -11.76 / -11.92 eV
**Spin multiplicity**: 5

Formula: C31H67N6O3
Source: the OMol25 dataset
Level of theory: ωB97M-V with the def2-TZVPD basis set

Geometry (Å):
C (-4.390, -0.514, -6.590)
C (-4.421, -1.556, -5.482)
C (-4.101, -2.997, -5.913)
C (-2.981, -3.183, -6.941)
C (-1.539, -3.172, -6.397)
C (-1.251, -2.088, -5.368)
C (0.229, -1.894, -5.080)
C (0.459, -0.650, -4.199)
C (0.980, -0.987, -2.789)
C (1.674, 0.231, -2.201)
C (2.056, 0.156, -0.700)
C (1.308, -0.893, 0.130)
C (1.487, -0.614, 1.627)
C (0.351, -1.187, 2.462)
C (0.651, -1.100, 3.974)
C (-0.373, -0.378, 4.856)
N (-1.279, 0.576, 4.154)
C (0.283, 0.464, 5.937)
C (-0.896, 0.654, 6.954)
C (-1.673, 1.986, 6.964)
C (-1.497, 2.724, 8.299)
C (-2.647, 3.713, 8.593)
N (-2.204, 5.093, 8.422)
C (-1.639, -0.592, 6.713)
N (-1.332, -1.200, 5.638)
H (-4.429, 0.461, -6.119)
H (-5.287, -0.594, -7.200)
H (-3.480, -0.522, -7.170)
H (-5.406, -1.551, -5.023)
H (-3.717, -1.263, -4.709)
H (-4.997, -3.436, -6.346)
H (-3.867, -3.596, -5.032)
H (-3.061, -2.494, -7.771)
H (-3.135, -4.166, -7.380)
H (-0.877, -3.020, -7.245)
H (-1.355, -4.140, -5.936)
H (-1.766, -2.361, -4.448)
H (-1.645, -1.126, -5.676)
H (0.667, -2.770, -4.607)
H (0.735, -1.757, -6.035)
H (1.111, 0.078, -4.669)
H (-0.512, -0.186, -4.057)
H (0.109, -1.275, -2.209)
H (1.644, -1.846, -2.850)
H (2.591, 0.384, -2.764)
H (1.051, 1.108, -2.365)
H (3.124, -0.005, -0.584)
H (1.825, 1.123, -0.260)
H (0.252, -0.908, -0.117)
H (1.757, -1.862, -0.060)
H (2.433, -1.029, 1.959)
H (1.535, 0.466, 1.772)
H (0.236, -2.233, 2.184)
H (-0.563, -0.683, 2.165)
H (0.838, -2.110, 4.326)
H (1.586, -0.572, 4.107)
H (-1.983, 0.036, 3.656)
H (-0.741, 1.075, 3.451)
H (0.692, 1.373, 5.533)
H (1.019, -0.086, 6.516)
H (-0.453, 0.503, 7.941)
H (-2.717, 1.872, 6.694)
H (-1.216, 2.589, 6.193)
H (-0.586, 3.315, 8.229)
H (-1.425, 2.028, 9.127)
H (-3.030, 3.492, 9.592)
H (-3.447, 3.518, 7.887)
H (-1.621, 5.372, 9.206)
H (-3.011, 5.710, 8.465)
H (-2.369, -1.015, 7.387)
H (-1.710, -2.098, 5.358)
C (-0.222, 2.927, -5.486)
C (-1.687, 2.568, -5.438)
O (-2.114, 1.528, -5.914)
N (-2.532, 3.451, -4.842)
C (-2.213, 4.727, -4.228)
H (0.313, 2.128, -5.991)
H (-0.070, 3.854, -6.040)
H (0.182, 3.037, -4.478)
H (-3.494, 3.151, -4.846)
H (-2.510, 4.717, -3.178)
H (-2.758, 5.526, -4.733)
H (-1.150, 4.934, -4.291)
C (4.665, 1.948, 8.499)
C (3.205, 1.580, 8.566)
O (2.750, 0.627, 7.943)
N (2.401, 2.344, 9.347)
C (2.759, 3.501, 10.150)
H (5.169, 1.248, 7.841)
H (4.790, 2.956, 8.102)
H (5.121, 1.889, 9.488)
H (1.439, 2.043, 9.351)
H (2.523, 3.309, 11.197)
H (2.188, 4.370, 9.819)
H (3.816, 3.722, 10.063)
C (4.363, -3.391, -5.929)
C (4.778, -3.790, -7.326)
O (5.843, -3.442, -7.806)
N (3.912, -4.558, -8.039)
C (2.610, -5.059, -7.637)
H (5.149, -2.783, -5.492)
H (3.441, -2.807, -5.957)
H (4.216, -4.275, -5.307)
H (4.248, -4.790, -8.961)
H (2.607, -6.150, -7.673)
H (1.844, -4.689, -8.320)
H (2.365, -4.741, -6.630)

## Properties
**Total charge**: +1
**Frontier orbital gap**: 6.72 eV
**LUMO level**: -3.69 eV
**E_HOMO**: -10.42 eV
**Spin multiplicity**: 1

Formula: C31H69As3CdGe2NO4Si3
Source: the OMol25 dataset
Level of theory: ωB97M-V with the def2-TZVPD basis set

Geometry (Å):
Cd (-0.103, -0.239, 0.135)
O (2.902, -2.007, 3.851)
C (2.143, -1.482, 2.936)
O (2.651, -0.941, 1.834)
C (0.804, -1.319, 3.292)
C (0.391, -1.784, 4.572)
C (-0.866, -1.399, 4.983)
C (-1.796, -0.763, 4.167)
C (-1.300, -0.436, 2.893)
N (-0.072, -0.635, 2.451)
C (-2.398, 0.237, 2.075)
O (-3.239, 0.951, 2.661)
O (-2.371, 0.186, 0.766)
H (3.894, -1.828, 3.719)
H (1.084, -2.363, 5.157)
H (-1.220, -1.750, 5.987)
H (-2.797, -0.472, 4.471)
C (-0.107, -4.692, 1.378)
As (-0.748, -3.350, -0.080)
C (-2.240, -4.509, -0.655)
C (0.461, -4.077, -1.492)
C (0.406, -3.812, -3.064)
C (1.566, -4.586, -3.750)
C (0.572, -2.304, -3.379)
As (-0.308, -0.827, -2.384)
C (-2.074, -0.725, -3.214)
C (0.172, 0.645, -3.723)
C (-0.998, -4.287, -3.571)
As (-1.028, -4.609, -5.613)
C (-2.914, -3.941, -5.813)
C (-1.655, -6.505, -5.702)
H (0.882, -4.531, 1.801)
H (-0.169, -5.771, 1.030)
H (-0.896, -4.624, 2.160)
H (-1.855, -5.550, -0.773)
H (-2.711, -4.195, -1.616)
H (-3.050, -4.626, 0.110)
H (0.604, -5.170, -1.270)
H (1.406, -3.660, -1.203)
H (2.448, -4.252, -3.103)
H (1.752, -4.265, -4.782)
H (1.455, -5.685, -3.649)
H (0.302, -2.072, -4.436)
H (1.600, -1.953, -3.400)
H (-2.168, -1.285, -4.183)
H (-2.266, 0.339, -3.372)
H (-2.820, -1.222, -2.558)
H (-0.195, 0.300, -4.728)
H (1.259, 0.699, -3.735)
H (-0.311, 1.619, -3.415)
H (-1.771, -3.540, -3.403)
H (-1.168, -5.273, -3.120)
H (-2.813, -2.864, -6.014)
H (-3.535, -4.182, -4.879)
H (-3.359, -4.382, -6.705)
H (-0.828, -7.210, -5.462)
H (-1.865, -6.687, -6.766)
H (-2.534, -6.840, -5.108)
C (-3.036, 3.923, 3.910)
Si (-1.288, 3.989, 3.159)
C (-0.856, 5.863, 3.025)
C (-0.038, 2.990, 4.214)
Ge (-0.964, 2.996, 0.953)
Si (0.532, 4.465, -0.224)
C (0.999, 3.445, -1.674)
C (2.060, 4.609, 0.865)
C (-0.172, 6.121, -0.823)
Si (-3.247, 3.371, -0.074)
C (-4.630, 2.121, 0.253)
C (-3.224, 3.633, -2.010)
C (-3.953, 5.047, 0.423)
H (-3.498, 3.040, 3.603)
H (-3.567, 4.797, 3.608)
H (-2.855, 3.930, 4.998)
H (-1.189, 6.344, 3.928)
H (-1.454, 6.340, 2.211)
H (0.211, 6.085, 2.848)
H (0.285, 3.559, 5.083)
H (0.866, 2.655, 3.666)
H (-0.540, 2.029, 4.541)
H (1.234, 2.460, -1.442)
H (1.887, 3.870, -2.188)
H (0.184, 3.377, -2.429)
H (1.819, 4.712, 1.947)
H (2.655, 5.534, 0.646)
H (2.814, 3.836, 0.739)
H (-0.860, 6.040, -1.698)
H (0.575, 6.853, -1.238)
H (-0.739, 6.689, -0.092)
H (-4.676, 1.612, 1.222)
H (-4.504, 1.295, -0.499)
H (-5.645, 2.613, 0.188)
H (-2.480, 3.091, -2.567)
H (-2.912, 4.699, -2.085)
H (-4.254, 3.590, -2.417)
H (-4.342, 5.248, 1.470)
H (-4.700, 5.326, -0.344)
H (-3.128, 5.777, 0.339)
C (6.884, -0.631, 0.588)
Ge (5.538, -0.558, 2.042)
C (4.887, 1.328, 2.328)
C (6.219, -1.250, 3.740)
C (3.931, -1.487, 1.316)
H (7.373, 0.410, 0.374)
H (6.484, -0.999, -0.362)
H (7.706, -1.254, 0.940)
H (3.862, 1.252, 2.738)
H (4.746, 1.776, 1.310)
H (5.602, 1.870, 2.947)
H (7.299, -1.142, 3.636)
H (5.998, -2.318, 3.922)
H (5.897, -0.672, 4.572)
H (4.044, -1.223, 0.224)
H (3.955, -2.579, 1.341)

## Properties
**<S²>**: 0.78
**ΔE to the lowest compared entry with this formula, charge and spin**: 4.492 eV
**Frontier orbital gap (alpha / beta)**: 4.99 / 5.06 eV
**LUMO level (alpha / beta)**: -0.48 / -0.47 eV
**E_HOMO (alpha / beta)**: -5.47 / -5.53 eV
**Spin multiplicity**: 2

| no. | DFT total energy (hartree) |
| --- | --- |
| 1 | -9806.02758 |
| 2 | -4400.11501 |
| 3 | -1775.42085 |
| 4 | -13475.51542 |